Molecular formula: C12H36O6
Method: DFT, ωB97M-V with the def2-TZVPD basis set

Structure (XYZ):
```
54
Properties=species:S:1:pos:R:3:forces:R:3:mulliken_charge:R:1
H 4.516 0.344 2.412 0.28 -0.26 0.14 0.37
O 1.707 0.010 -2.301 0.39 0.20 0.04 -0.52
C -0.045 -2.197 3.971 -0.87 0.35 0.23 -0.51
H -0.501 2.751 -1.222 0.73 -0.27 -0.51 0.24
H -2.673 -2.517 -2.755 0.09 0.09 0.03 0.32
C -1.218 -1.957 4.935 0.37 0.48 -0.35 -0.36
H 3.211 -1.993 -3.554 0.01 0.00 0.03 0.36
H -0.287 -1.764 2.998 0.12 -0.02 -0.02 0.08
H 1.555 -1.797 -4.069 -0.33 0.25 0.30 0.32
O -0.065 1.921 -0.939 -1.02 0.47 0.54 -0.48
C -2.116 -0.710 -2.247 -0.38 1.21 -1.05 0.38
H -2.007 4.102 -4.222 0.05 0.22 0.04 0.37
C 3.542 -1.358 3.365 1.39 0.04 -0.21 -1.08
H 0.175 3.782 -3.176 -0.11 -0.11 -0.16 0.31
H -3.542 0.846 -1.736 0.07 -0.09 0.08 0.19
O -0.599 4.074 -2.686 0.07 0.29 0.38 -0.62
H -2.905 4.896 -1.925 -0.20 0.15 -0.39 0.31
O 4.060 -1.146 1.017 0.26 0.44 0.24 -0.50
H 2.837 0.179 2.059 0.00 -0.10 -0.20 -0.07
H -0.083 -1.493 6.433 0.02 0.01 0.06 0.30
O -2.030 -1.865 -3.058 0.04 -0.38 0.24 -0.54
C -3.529 -0.134 -2.224 -0.27 -0.14 0.61 -1.12
H 0.167 -3.252 3.818 0.18 -0.03 0.24 0.35
H 2.730 -2.062 3.223 -0.21 0.17 -0.06 0.19
H -4.226 -0.779 -1.677 0.04 0.04 -0.02 0.41
C 3.754 -0.409 2.200 -1.01 0.17 0.17 0.14
H -0.062 -0.454 0.332 -0.15 0.02 0.02 0.14
H 4.468 -1.941 3.433 -0.16 -0.13 0.19 0.34
H -1.531 0.051 -2.777 0.37 -0.30 0.25 0.08
H 3.464 -0.794 4.293 -0.34 -0.07 0.04 0.35
H -1.712 2.540 -3.510 -0.11 -0.08 0.18 0.10
H 4.704 -0.604 0.551 -0.08 -0.26 -0.29 0.30
C -1.805 3.604 -3.270 -0.20 -0.25 -0.41 -0.03
H 2.852 -1.459 -1.315 -0.20 0.08 0.41 0.05
H -2.053 -2.618 4.715 0.07 -0.26 0.36 0.34
H -2.775 3.279 -1.362 0.26 -0.07 -0.14 0.13
H -1.774 1.339 0.149 -0.07 0.27 -0.15 0.24
H 1.061 0.675 1.032 -0.07 0.11 0.02 -0.10
H -0.369 0.214 1.944 -0.19 0.14 -0.06 0.30
H 1.052 -1.715 -1.414 0.19 -0.26 0.23 0.12
C 2.174 -2.102 -3.229 0.31 -0.60 0.40 -1.36
H 0.805 -1.664 4.392 0.28 -0.13 -0.24 0.11
H -0.640 2.467 0.979 -0.30 0.13 -0.13 0.43
H -1.608 -0.941 4.801 0.05 0.03 -0.19 0.23
C -2.918 3.866 -2.280 0.13 -0.49 0.91 -0.94
C 1.950 -1.347 -1.916 -0.56 0.60 -1.42 0.42
H -3.940 0.014 -3.223 0.23 -0.14 -0.13 0.32
C -0.725 1.619 0.291 0.72 -0.70 0.61 -0.17
C -0.005 0.450 0.944 0.43 -0.16 -0.27 -0.68
H -1.682 -0.814 -1.248 -0.14 -0.29 -0.02 -0.05
H 1.988 -3.165 -3.047 0.13 0.02 -0.14 0.36
H 1.377 0.569 -1.584 -0.04 -0.26 0.03 0.29
O -0.821 -2.092 6.294 -0.28 -0.46 -0.05 -0.52
H -3.904 3.550 -2.615 0.01 0.32 -0.40 0.36
```
Positions in Å, forces in eV/Å.

The HOMO-LUMO gap is 10.2 eV. Its relative energy (zero: lowest compared OMol25 entry of this formula, charge and spin) is 51.7 kcal/mol. The LUMO energy is 0.6 eV. For the HOMO energy, the calculation gives -9.58 eV. The spin multiplicity is 1.